(1)
Here is a molecular structure, C38H29BrIMoN7OS2 in a non-equilibrium geometry from the Open Molecules 2025 dataset. Energies are from ωB97M-V with the def2-TZVPD basis set.

## Properties
⟨S²⟩: 2.031
Net charge: +2
Energy above the lowest of the compared OMol25 structures with the same formula, charge and spin: 6.8 kJ/mol
Kohn-Sham gap (alpha / beta): 6.6 / 5.7 eV
Spin multiplicity: 3
Calculated total energy: -5659.8387 a.u.

Each line ends with the Löwdin spin population.
Cartesian coordinates (Å):
Mo 0.2129 0.8344 -0.2348  1.6991
C -2.2915 -1.5150 -2.9276  0.0071
C -1.3490 -0.6247 -2.4367  0.0283
N -1.2131 -0.4401 -1.1213  0.0128
C -1.9813 -1.1765 -0.2876  0.0073
C -2.8837 -2.0984 -0.8131  0.0003
N -3.0502 -2.2405 -2.1153  0.0131
C -1.8470 -0.8031 1.1192  0.0270
C -2.5440 -1.3316 2.1871  -0.0068
C -2.4261 -0.7431 3.4489  0.0317
C -1.6695 0.4274 3.5607  -0.0067
C -0.9907 0.9031 2.4575  0.0267
N -1.0127 0.2497 1.2752  -0.0037
C -0.2703 2.1711 2.3644  0.0087
C 0.0656 3.0151 3.4210  0.0007
N 0.7326 4.1385 3.2314  0.0124
C 1.0357 4.4743 1.9811  0.0068
C 0.7234 3.6539 0.9102  0.0246
N 0.1114 2.4816 1.1061  0.0161
C -3.1500 -1.2766 4.6157  0.0032
C -2.5345 -1.3265 5.8632  0.0050
C -3.2643 -1.7996 6.9457  -0.0008
N -4.5251 -2.1881 6.8305  0.0048
C -5.1209 -2.1456 5.6491  -0.0008
C -4.4689 -1.7066 4.5034  0.0053
H -2.4468 -1.6474 -3.9903  0.0001
H -0.7093 -0.0412 -3.0853  0.0017
H -3.5009 -2.7146 -0.1706  -0.0003
H -3.1823 -2.1928 2.0479  -0.0006
H -1.6581 0.9835 4.4873  -0.0007
H -0.1949 2.7622 4.4417  -0.0002
H 1.5415 5.4204 1.8381  0.0002
H 0.9464 3.9341 -0.1119  0.0013
H -1.5002 -1.0314 5.9906  0.0002
H -2.8278 -1.8620 7.9351  -0.0001
H -6.1551 -2.4661 5.6167  -0.0001
H -4.9932 -1.6740 3.5566  0.0002
N 1.8956 1.3407 -1.6986  0.0146
C 1.7762 1.9131 -3.0343  0.0049
C 2.7997 1.6472 -3.9371  -0.0005
C 2.7875 2.2005 -5.2030  0.0024
C 1.7266 3.0128 -5.5723  -0.0006
C 0.7051 3.2632 -4.6767  0.0023
C 0.7136 2.7459 -3.3725  0.0009
C -0.4155 3.0707 -2.4611  0.0173
C -1.1268 4.2584 -2.7014  -0.0045
C -2.3233 4.5343 -2.0704  0.0237
C -2.8539 3.6108 -1.1814  0.0009
C -2.1160 2.4859 -0.8624  0.0307
C -0.8585 2.2243 -1.4310  -0.0167
H 2.4159 0.4686 -1.8248  0.0037
H 2.5342 1.9401 -1.1799  0.0046
H 3.6226 1.0051 -3.6415  -0.0001
H 3.5946 1.9988 -5.8935  0.0001
H 1.6884 3.4542 -6.5587  -0.0001
H -0.1327 3.8598 -5.0050  0.0000
H -0.7192 4.9817 -3.3927  -0.0009
H -2.8606 5.4445 -2.3002  0.0013
H -3.8229 3.7727 -0.7279  -0.0004
H -2.5453 1.8009 -0.1371  0.0031
C 4.2221 -1.1392 2.5665  -0.0005
O 3.2284 -1.6475 1.6531  0.0019
C 2.4506 -0.8268 1.0129  0.0061
S 2.4557 0.8509 1.2377  -0.0075
S 1.3885 -1.4806 -0.1269  -0.0119
H 4.6416 -2.0091 3.0589  0.0000
H 3.7733 -0.4712 3.3000  -0.0002
H 4.9972 -0.6092 2.0144  0.0001
Br -0.1464 -4.4014 -2.9642  0.0002
C 1.6636 -4.6828 -2.4871  -0.0001
C 2.0077 -5.9046 -1.9277  0.0000
C 3.3182 -6.1472 -1.5514  0.0000
C 4.2797 -5.1622 -1.7075  0.0000
C 3.9408 -3.9402 -2.2665  0.0000
C 2.6357 -3.7042 -2.6708  -0.0001
I 2.2187 -1.8686 -3.6156  0.0012
H 1.2476 -6.6624 -1.7982  0.0000
H 3.5805 -7.1123 -1.1405  0.0000
H 5.3047 -5.3389 -1.4116  0.0000
H 4.6983 -3.1805 -2.4016  0.0000



(2)
Here is a molecular structure, C6H8BeO6 in a non-equilibrium geometry from the Open Molecules 2025 dataset. Energies are from ωB97M-V with the def2-TZVPD basis set.

## Properties
⟨S²⟩: 0.755
Net charge: +3
Energy above the lowest of the compared OMol25 structures with the same formula, charge and spin: 0.0 kJ/mol
Kohn-Sham gap (alpha / beta): 5.8 / 5.7 eV
Spin multiplicity: 2
Calculated total energy: -698.1910 a.u.

Each line ends with the Löwdin spin population.
Cartesian coordinates (Å):
O -2.5928 -2.5451 1.1100  0.8868
C -1.3757 -2.1533 1.4071  0.0523
O -0.3948 -2.7125 0.9093  0.0291
O -1.3244 -1.1705 2.2299  0.0200
C -0.0312 -0.5562 2.5171  0.0084
C 0.3245 0.4144 1.4316  -0.0012
C 1.3977 0.2511 0.6521  0.0011
C 1.8063 1.2463 -0.3866  0.0002
Be 0.2942 -2.9943 -0.3580  0.0017
H 0.7120 -1.3531 2.6276  0.0000
H -0.1918 -0.0536 3.4743  0.0009
H -0.3357 1.2780 1.3074  -0.0001
H 2.0312 -0.6343 0.7515  0.0005
H 2.8822 1.4396 -0.3456  0.0000
H 1.2643 2.1976 -0.3206  0.0000
O 1.6265 0.7171 -1.7407  0.0002
C 0.5082 0.7207 -2.3346  0.0000
O 0.2425 0.1839 -3.4281  0.0000
H -0.7104 0.9724 -3.5727  0.0000
O -0.4412 1.6923 -2.2480  0.0000
H -0.1451 2.6026 -2.0489  0.0000



(3)
Here is 2 unconnected molecules or ions with the total composition C4H7FN2S in a non-equilibrium geometry from the Open Molecules 2025 dataset. Energies are from ωB97M-V with the def2-TZVPD basis set.

## Properties
Energy above the lowest of the compared OMol25 structures with the same formula, charge and spin: 485.7 kJ/mol
Kohn-Sham gap: 8.6 eV
Calculated total energy: -764.0002 a.u.

Each line ends with the natural charge from an NBO analysis.
Cartesian coordinates (Å):
C -0.6067 1.5187 0.9526  -0.7059
C -0.0499 1.1781 -0.4870  0.0958
C 0.6554 -1.0007 0.3990  -0.1319
C -0.2570 -1.7892 0.9567  0.2556
H -1.6171 1.0854 1.3076  0.2591
H 0.3677 1.4393 1.5496  0.2366
H -0.8766 2.5831 0.7223  0.2506
H 0.1924 -1.5840 -2.1793  0.3113
H 0.7623 0.4400 -2.5539  0.4063
H 1.6545 -1.2834 0.5037  0.2227
H 0.1348 -2.5005 1.7730  0.1628
N 0.4988 -0.1044 -0.6541  -0.2964
N 0.9894 -0.5026 -1.8650  -0.6317
F -1.5341 -1.6826 1.3090  -0.3135
S -0.3137 2.2028 -1.7343  -0.1214



(4)
Here is a molecular structure, C39H36AsN6O4PSSc in a non-equilibrium geometry from the Open Molecules 2025 dataset. Energies are from ωB97M-V with the def2-TZVPD basis set.

## Properties
Net charge: +1
Energy above the lowest of the compared OMol25 structures with the same formula, charge and spin: 44.0 kJ/mol
Kohn-Sham gap: 6.4 eV
Calculated total energy: -5873.3434 a.u.

Each line ends with the Löwdin charge.
Cartesian coordinates (Å):
Sc -0.1030 -1.6709 -2.1649  0.7101
N 4.3918 -1.6815 -1.5719  0.1072
C 3.0725 -1.8596 -1.6754  -0.8374
S 2.2690 -0.9622 -2.8990  0.7259
N 2.5103 -2.7101 -0.8249  -0.0031
N 1.1842 -2.8356 -0.8860  -0.1293
C 0.5895 -3.6688 -0.0833  -0.0582
C -0.8462 -3.7920 -0.1516  -0.2477
C -1.5519 -4.7080 0.6379  0.0119
C -2.9226 -4.8083 0.4958  -0.0202
C -3.5693 -3.9725 -0.4072  -0.0214
C -2.8101 -3.0683 -1.1314  -0.0850
N -1.4854 -2.9772 -1.0270  0.0230
H 4.8427 -1.0800 -2.2401  0.0954
H 4.9324 -2.2101 -0.9090  0.1143
H 1.1564 -4.2615 0.6304  0.1434
H -1.0193 -5.3271 1.3405  0.1244
H -3.4896 -5.5213 1.0729  0.1215
H -4.6361 -4.0220 -0.5543  0.1175
H -3.2801 -2.3791 -1.8252  0.1279
C 1.5686 -5.1291 -3.7756  0.0285
C 0.8172 -4.0488 -4.4564  -0.3214
N 0.0591 -3.1335 -3.8678  0.0615
C -0.4844 -2.3686 -4.8838  -0.1259
C -0.0242 -2.8341 -6.0938  -0.0463
N 0.7895 -3.8911 -5.7907  0.2085
C -0.1407 -2.3928 -7.5221  -0.4778
O -1.0329 -1.4790 -7.7998  0.1596
O 0.6014 -2.8958 -8.3277  0.1272
C -1.3511 -1.1823 -4.5696  -0.5257
O -1.9897 -0.6461 -5.4624  0.1076
O -1.3336 -0.8305 -3.3393  -0.1139
H 1.8311 -4.8369 -2.7608  0.0709
H 2.4775 -5.3612 -4.3239  0.0940
H 0.9708 -6.0395 -3.7253  0.0970
H 1.2991 -4.3991 -6.5025  0.1866
H -1.5273 -1.1183 -7.0076  0.0906
C -1.5996 1.4672 0.1379  -0.3624
C -1.1243 2.6988 0.9039  -0.3852
As -0.2575 2.2657 2.6493  1.3400
C 0.4739 4.0329 3.0813  -0.4030
C 0.5131 4.4066 4.4229  -0.1254
C 1.0763 5.6080 4.8071  -0.0790
C 1.6292 6.4466 3.8536  -0.0845
C 1.6221 6.0752 2.5209  -0.0834
C 1.0576 4.8706 2.1400  -0.1179
C -1.8924 2.4151 3.7204  -0.4094
C -2.6423 3.5849 3.7444  -0.1189
C -3.8154 3.6532 4.4720  -0.0746
C -4.2499 2.5519 5.1918  -0.0822
C -3.5014 1.3875 5.1918  -0.0871
C -2.3276 1.3221 4.4597  -0.1252
P -0.2361 0.3246 -0.3950  1.0350
C 0.2996 -0.5021 1.1469  -0.4357
C -0.6689 -1.1310 1.9317  -0.1483
C -0.2903 -1.8914 3.0220  -0.0898
C 1.0505 -2.0394 3.3411  -0.0660
C 2.0168 -1.4629 2.5339  -0.0588
C 1.6478 -0.7165 1.4289  -0.1279
C 1.0507 1.5289 -0.8807  -0.3999
C 1.0225 1.8932 -2.2290  -0.1615
C 1.9332 2.8104 -2.7177  -0.0681
C 2.8984 3.3396 -1.8740  -0.0605
C 2.9302 2.9828 -0.5348  -0.0653
C 1.9963 2.0925 -0.0288  -0.1199
H -2.1196 1.7675 -0.7830  0.0918
H -2.3048 0.8787 0.7362  0.0729
H -1.9891 3.3424 1.0968  0.0742
H -0.4261 3.2618 0.2812  0.0509
H 0.0815 3.7456 5.1686  0.1029
H 1.0877 5.8873 5.8502  0.1064
H 2.0712 7.3836 4.1510  0.1038
H 2.0601 6.7201 1.7736  0.1045
H 1.0751 4.5893 1.0940  0.0790
H -2.2943 4.4570 3.2020  0.1070
H -4.3898 4.5681 4.4804  0.1073
H -5.1648 2.6086 5.7619  0.1051
H -3.8305 0.5333 5.7656  0.1027
H -1.7276 0.4179 4.4642  0.0808
H -1.7201 -1.0319 1.6841  0.1052
H -1.0483 -2.3679 3.6247  0.1094
H 1.3379 -2.6096 4.2111  0.1088
H 3.0619 -1.6011 2.7620  0.1123
H 2.4028 -0.3101 0.7710  0.0947
H 0.2697 1.4514 -2.8822  0.0940
H 1.9069 3.0977 -3.7579  0.1134
H 3.6186 4.0386 -2.2674  0.1093
H 3.6756 3.4042 0.1237  0.1137
H 1.9875 1.8549 1.0294  0.0737



(5)
Here is 3 unconnected molecules or ions with the total composition C19H21BrCl2O4P in a non-equilibrium geometry from the Open Molecules 2025 dataset. Energies are from ωB97M-V with the def2-TZVPD basis set.

## Properties
Net charge: -1
Kohn-Sham gap: 3.3 eV
Calculated total energy: -4873.1111 a.u.

Each line ends with the natural charge from an NBO analysis.
Cartesian coordinates (Å):
C -2.5044 -2.0695 -3.6346  -0.6361
C -1.0715 -1.3308 -3.9102  -0.7338
P -0.5841 0.0053 -2.6130  0.6956
C -1.9577 0.1510 -1.2346  -0.9352
C 1.0742 -0.4792 -1.7086  -0.6443
Br 2.3422 -1.3811 -3.0297  -0.1740
C 0.8229 -1.5807 -0.5258  -0.2554
Cl 2.5521 -2.0197 0.1074  -0.1628
C 0.1544 -2.9966 -0.9955  -0.1785
C 0.9740 -4.3448 -0.4392  -0.6490
Cl -1.5154 -3.0833 -0.1103  -0.1597
H -3.4055 -1.3456 -3.4392  0.2017
H -2.3417 -2.8889 -2.8143  0.2166
H -2.7708 -2.6652 -4.6345  0.1874
H -1.1668 -0.7421 -4.9443  0.2104
H -0.2732 -2.1655 -4.0788  0.2273
H -2.1071 1.3298 -1.1134  0.2218
H -2.9956 -0.2609 -1.5816  0.2300
H -1.5936 -0.2278 -0.1902  0.2162
H 0.2782 -1.1407 0.4414  0.2303
H 0.0644 -3.1560 -2.1507  0.2449
H 0.2502 -5.2541 -0.7133  0.1946
H 1.0793 -4.3666 0.7257  0.2235
H 1.9670 -4.5502 -1.0296  0.2378
C -2.3551 1.1494 3.8162  -0.2232
C -1.5814 0.8478 4.8634  -0.2349
C -0.9121 -0.4638 4.9689  0.4727
O -0.2054 -0.7415 5.9280  -0.5049
C -1.1296 -1.4280 3.8721  -0.2283
C -1.9034 -1.1264 2.8249  -0.2326
C -2.5726 0.1852 2.7195  0.4730
O -3.2794 0.4629 1.7603  -0.4749
H -2.8538 2.1065 3.7237  0.2274
H -1.4113 1.5444 5.6756  0.2262
H -0.6310 -2.3851 3.9646  0.2341
H -2.0734 -1.8230 2.0128  0.2571
C 1.6058 4.4909 -0.8269  -0.1935
C 2.4237 5.3945 -0.2783  -0.2621
C 3.6812 4.9894 0.3804  0.4775
O 4.4294 5.8156 0.8846  -0.5295
C 4.0003 3.5482 0.4081  -0.2559
C 3.1824 2.6446 -0.1405  -0.2010
C 1.9250 3.0497 -0.7993  0.4339
O 1.1768 2.2235 -1.3034  -0.4007
H 0.6794 4.7710 -1.3133  0.2273
H 2.2041 6.4553 -0.2910  0.2212
H 4.9267 3.2681 0.8945  0.2239
H 3.4021 1.5838 -0.1278  0.2582